# 1
Computed, not measured: the molecule C41H43N3O, with ωB97M-V/def2-TZVPD.

Calculated values
HOMO energy = -0.2461 hartree
Energy above the lowest of the compared OMol25 structures with the same formula, charge and spin = 0.0 kcal per mole
Total energy = -1827.57805 a.u.

Geometry as XYZ:
```
88
Properties=species:S:1:pos:R:3:forces:R:3
C 7.289107 1.626499 -1.294809 -0.1 -0.1 0.0
N 6.729485 0.494556 -0.587825 0.7 0.1 -0.1
C 7.706483 -0.399023 -0.000383 0.1 0.0 -0.1
C 5.382950 0.282094 -0.526558 -0.8 -0.2 0.2
C 4.851495 -0.809550 0.216100 -0.1 0.4 -0.2
C 3.496689 -0.867650 0.478851 0.0 0.4 -0.4
C 2.638219 0.116517 -0.019731 -0.6 0.3 0.0
C 1.196514 0.128776 0.469527 0.7 -2.1 -1.4
C 0.176745 0.204061 -0.635445 -0.7 -0.5 -0.2
C -0.967952 -0.529864 -0.814979 1.2 0.7 0.1
C -1.844620 -0.063218 -1.932173 -0.5 0.0 -0.3
C -1.290763 0.563301 -3.069464 -0.5 -0.1 0.3
C -2.088936 1.130723 -4.050499 -0.2 -0.2 0.0
C -3.491048 0.916609 -4.045468 0.5 -0.3 0.7
N -4.254540 1.216994 -5.131329 -0.5 0.1 -0.9
C -5.636191 0.795924 -5.213656 0.0 0.1 0.2
C -3.789123 2.091596 -6.184862 0.0 0.1 0.1
C -4.064961 0.303040 -2.906678 0.2 0.2 -0.3
C -3.254928 -0.112262 -1.860282 0.5 0.1 -0.1
C -1.408919 -1.670118 0.040717 -0.2 -0.4 0.2
C -0.798754 -2.023252 1.261341 0.0 -0.1 0.0
C -1.232901 -3.065155 2.065680 -0.4 0.0 -0.2
C -2.464545 -3.696182 1.791260 0.3 0.8 -0.4
N -3.014776 -4.559826 2.693889 -0.3 -0.9 0.2
C -4.442356 -4.686612 2.880719 0.0 0.0 0.1
C -2.231149 -5.133022 3.768498 0.0 0.3 -0.1
C -3.098352 -3.380147 0.559817 0.6 -0.1 0.3
C -2.511556 -2.482749 -0.321949 0.0 0.1 0.2
C 3.117616 1.134844 -0.845076 0.4 -0.6 0.3
C 4.478537 1.196341 -1.135821 0.1 -0.2 0.3
H 6.836450 2.571748 -0.968804 0.1 -0.1 0.0
H 8.359616 1.652338 -1.077321 -0.2 0.1 -0.1
H 7.157524 1.540235 -2.382549 0.0 0.1 0.1
H 7.246769 -1.138493 0.658403 0.2 0.3 -0.2
H 8.272345 -0.923820 -0.783894 -0.1 -0.1 0.2
H 8.420418 0.193043 0.583842 -0.1 -0.2 0.0
H 5.479470 -1.587726 0.634911 -0.1 0.2 -0.1
H 3.100725 -1.658453 1.123444 0.1 0.2 -0.3
H 1.099734 -0.843720 0.945558 0.3 0.5 -0.2
H 0.405482 0.978801 -1.373229 -0.4 -0.1 0.4
H -0.208804 0.605764 -3.189547 -0.3 0.1 0.0
H -1.619421 1.678392 -4.866473 -0.1 -0.3 0.2
H -5.743729 -0.260262 -4.930213 0.0 0.2 -0.1
H -6.293783 1.398964 -4.567652 0.0 -0.1 -0.1
H -5.957952 0.915538 -6.252080 -0.1 -0.1 0.3
H -2.743028 1.889554 -6.436091 -0.3 0.0 -0.1
H -4.409745 1.906962 -7.066386 0.3 0.1 0.1
H -3.887510 3.156600 -5.908838 0.1 -0.2 -0.1
H -5.144472 0.143636 -2.853978 0.4 0.2 0.1
H -3.747986 -0.496031 -0.971748 0.2 0.1 -0.1
H 0.036904 -1.454623 1.656628 -0.8 -0.6 0.0
H -0.655388 -3.312815 2.957841 -0.3 0.2 -0.2
H -4.998386 -4.403068 1.985880 0.1 -0.1 0.2
H -4.652901 -5.732323 3.130778 -0.2 0.2 -0.1
H -4.789914 -4.064652 3.723586 0.0 -0.1 -0.2
H -1.253836 -5.473310 3.406905 -0.2 0.1 0.0
H -2.071785 -4.421825 4.592750 0.0 -0.1 0.0
H -2.792051 -5.992467 4.147829 0.2 0.1 0.1
H -4.025161 -3.882172 0.286065 0.3 0.1 -0.1
H -2.956345 -2.394458 -1.312033 0.1 0.0 0.3
H 2.432832 1.896244 -1.226863 0.3 -0.2 0.0
H 4.844787 1.980640 -1.793834 0.0 -0.2 0.2
C 3.749485 -0.012713 4.632589 0.0 -0.1 -0.1
C 2.480683 -0.588418 4.566727 -0.3 0.4 -0.1
C 1.538045 -0.116071 3.639304 0.4 -0.4 0.3
C 1.880542 0.891367 2.736321 0.0 0.2 -0.3
C 1.004958 1.181114 1.500707 -0.2 1.5 2.1
C -0.488693 1.294799 1.829496 -0.8 -0.4 0.5
C -1.299591 2.320212 1.091159 -0.2 0.5 0.0
C -2.629762 2.016233 0.758238 0.2 0.2 -0.2
C -3.370804 2.911800 -0.014080 0.1 0.1 0.3
C -2.846754 4.168066 -0.338466 0.3 -0.2 0.0
C -1.540513 4.494294 0.038350 -0.1 -0.1 0.2
C -0.769182 3.573856 0.752281 -0.2 -0.3 -0.2
O -1.059022 0.532976 2.601384 0.6 0.7 -0.7
C 3.129842 1.522260 2.860846 -0.1 -0.4 0.0
C 4.073677 1.039990 3.770245 -0.2 0.2 0.2
H 4.471675 -0.374753 5.370348 -0.2 0.1 -0.3
H 2.187800 -1.393876 5.244836 0.2 0.3 -0.2
H 0.531133 -0.530774 3.635981 0.4 0.0 -0.1
H 1.338038 2.133466 1.074040 -0.1 -0.1 0.0
H -3.056364 1.067231 1.089284 0.2 0.2 -0.2
H -4.365969 2.626331 -0.356522 0.2 0.2 0.2
H -3.452302 4.888976 -0.890588 0.2 -0.3 0.1
H -1.109290 5.461666 -0.217937 -0.2 -0.2 0.1
H 0.246305 3.823981 1.062436 -0.3 0.0 -0.2
H 3.376443 2.370805 2.218691 0.0 -0.3 0.0
H 5.061294 1.505698 3.822033 -0.3 -0.1 0.0
```
Positions in Å, forces in eV/Å.

Results of the Löwdin charge analysis, in e, for atoms 1 through 8:
1 C -0.073
2 N -0.205
3 C -0.061
4 C -0.224
5 C -0.016
6 C -0.025
7 C -0.194
8 C -0.257


# 2
Computed, not measured: the molecule CH3NO2, with ωB97M-V/def2-TZVPD.

Calculated values
HOMO energy (spin up / spin down) = -0.3769 / -0.3773 hartree
Energy above the lowest of the compared OMol25 structures with the same formula, charge and spin = 182.6 kcal per mole
Total energy = -244.88812 a.u.

Geometry as XYZ:
```
7
Properties=species:S:1:pos:R:3:forces:R:3
C -0.892242 0.048328 0.023283 1.5 -1.0 -3.7
N 0.424348 0.189529 0.629588 1.6 0.5 -0.5
O 2.565640 -0.088318 0.141156 0.1 0.1 0.4
O 1.343200 -0.138743 -0.211156 -2.0 0.2 0.3
H -0.630236 -0.566864 -1.078624 -1.5 1.3 3.3
H -1.433998 -0.466823 0.828389 -0.4 0.0 -0.9
H -1.376715 1.022891 -0.332633 0.8 -1.2 1.0
```
Positions in Å, forces in eV/Å.

For reference, the Löwdin charges in units of e are:
1 C -0.101
2 N 0.007
3 O -0.067
4 O -0.165
5 H 0.160
6 H 0.072
7 H 0.094


# 3
Computed, not measured: a 12-piece molecular cluster, C31H59Cl6NO27 overall, with ωB97M-V/def2-TZVPD.

Calculated values
HOMO energy = -0.3758 hartree
Total energy = -6064.03944 a.u.

Geometry as XYZ:
```
124
Properties=species:S:1:pos:R:3:forces:R:3
C -1.768986 -2.986999 -2.965550 0.3 0.2 -0.2
C -1.086097 -3.367155 -1.739119 0.0 0.1 0.0
N -0.498212 -3.602978 -0.783342 0.0 -0.2 0.1
H -2.480336 -2.184796 -2.784943 -0.1 0.0 0.2
H -2.263463 -3.833306 -3.434247 0.0 -0.1 0.0
H -1.020002 -2.573362 -3.645603 -0.1 -0.1 -0.1
C -2.130325 -0.374100 1.209925 0.6 0.5 -0.3
O -1.590441 -0.632718 -0.092991 0.0 -0.4 0.0
C -0.357936 -0.234903 -0.408767 -0.2 0.4 -0.5
O 0.404618 0.428790 0.241773 0.0 0.0 0.7
O -0.155424 -0.625555 -1.658065 -0.4 -0.1 -0.4
C 1.064693 -0.320800 -2.324510 0.5 -0.1 0.1
H -1.454670 -0.741460 1.980078 -0.1 -0.2 0.0
H -3.098486 -0.862697 1.212975 0.0 -0.1 0.2
H -2.231956 0.703448 1.335731 -0.1 0.0 0.1
H 1.790915 0.166777 -1.678766 -0.2 -0.1 0.1
H 0.871487 0.319099 -3.179611 -0.2 0.0 0.1
H 1.459389 -1.272606 -2.671324 0.0 0.1 0.0
C 4.119498 1.106400 -0.389611 -0.4 -0.3 1.1
O 5.266470 1.935705 -0.589264 0.0 0.2 -0.5
C 6.399645 1.466746 -0.057598 -0.4 0.2 -0.1
O 6.492155 0.452756 0.565164 0.2 -0.3 0.2
O 7.439537 2.268645 -0.293350 0.2 -0.2 0.1
C 7.276112 3.485600 -1.004311 -0.4 0.3 -0.4
H 3.260412 1.602460 -0.827446 0.2 0.1 -0.2
H 3.955559 1.010380 0.688391 -0.1 0.0 -0.1
H 4.242872 0.087492 -0.756928 0.2 0.2 -0.3
H 6.800864 4.251921 -0.389253 0.2 -0.1 0.2
H 6.650838 3.375929 -1.891651 0.1 -0.2 0.0
H 8.272296 3.791750 -1.306155 0.0 0.1 0.1
C -0.786057 3.162979 -3.158032 -0.1 -0.6 1.0
O 0.297190 3.973226 -3.602980 -0.1 0.4 -0.1
C 1.468218 3.729957 -3.034009 0.0 0.3 -0.2
O 1.728491 2.789632 -2.333697 0.1 -0.4 0.3
O 2.314204 4.694119 -3.386300 0.1 0.0 -0.2
C 3.685177 4.474693 -3.049559 0.4 -0.2 -0.2
H -0.758925 3.046788 -2.069502 0.1 0.2 -0.1
H -0.730643 2.150602 -3.566446 -0.1 0.2 -0.3
H -1.707912 3.680641 -3.386872 0.0 0.0 -0.4
H 3.909104 4.755665 -2.022170 -0.2 0.0 0.1
H 4.270007 5.090339 -3.729564 -0.1 0.1 0.0
H 3.966062 3.434349 -3.217594 -0.1 0.0 0.2
C -3.423996 2.384051 3.881794 0.9 0.6 -0.7
O -3.758516 2.768080 5.206053 -0.5 -0.3 0.2
C -3.123824 3.822580 5.708655 0.1 -0.2 0.4
O -2.240407 4.438483 5.187142 0.2 0.3 -0.3
O -3.624801 4.060861 6.925507 -0.2 -0.1 -0.4
C -3.162493 5.251863 7.535639 -0.1 0.8 0.5
H -4.282024 1.943387 3.388051 -0.1 -0.2 0.3
H -2.534872 1.750479 3.852898 -0.3 -0.4 0.3
H -3.126486 3.253358 3.300624 -0.3 0.2 0.1
H -3.132625 6.106577 6.859086 0.1 -0.3 -0.3
H -2.179555 5.119580 7.982323 0.0 -0.1 0.0
H -3.894036 5.510425 8.301140 0.1 -0.3 0.1
C -0.067798 -8.278162 3.590723 -0.6 0.1 -0.3
O -0.470406 -6.900826 3.500876 0.2 -0.2 0.2
C -1.210842 -6.574356 2.442018 0.0 -0.3 -0.3
O -1.496590 -7.302324 1.524404 -0.1 0.0 0.1
O -1.564807 -5.310085 2.572271 0.1 0.4 0.1
C -2.483687 -4.804307 1.602109 -0.4 -0.3 -0.2
H -0.053099 -8.722509 2.598295 0.3 0.0 0.0
H -0.826030 -8.816392 4.161730 0.2 0.0 0.2
H 0.898937 -8.286724 4.076078 0.1 -0.1 0.0
H -2.290106 -5.191960 0.605011 0.3 0.0 0.1
H -2.378448 -3.727569 1.622270 -0.1 0.1 0.0
H -3.493444 -5.108337 1.879450 0.0 0.2 0.1
C -3.943543 5.306608 1.577610 0.0 1.0 -0.1
O -4.290301 3.972954 1.257922 -0.3 -0.4 0.3
C -3.761706 3.495845 0.143270 -0.2 -0.1 -0.4
O -3.005240 4.074700 -0.585043 0.3 0.1 -0.2
O -4.251661 2.270275 -0.059761 -0.2 0.0 0.7
C -3.741501 1.565722 -1.167699 0.5 -0.2 -1.1
H -2.874380 5.424080 1.748240 0.0 -0.1 0.0
H -4.508977 5.588216 2.461222 0.1 -0.3 0.1
H -4.246152 5.987611 0.777918 0.1 -0.2 -0.1
H -4.176866 0.571213 -1.178054 -0.2 0.1 0.3
H -2.655607 1.454014 -1.141982 0.0 0.1 0.2
H -3.982708 2.056659 -2.114075 -0.1 0.1 0.2
C -2.247261 -1.836882 4.558717 0.7 -1.2 0.2
O -3.524503 -1.232699 4.633817 0.3 0.8 0.2
C -4.528655 -1.686686 3.897268 -0.5 -0.5 -0.2
O -4.514773 -2.627802 3.151127 0.5 0.1 -0.1
O -5.639124 -0.982921 4.085727 -0.4 0.4 -0.2
C -5.726405 -0.053930 5.181704 0.3 -0.7 0.2
H -2.057143 -2.384388 3.636271 -0.4 0.2 -0.1
H -2.154276 -2.568627 5.364877 -0.1 0.1 0.0
H -1.456648 -1.105211 4.702952 -0.3 0.4 0.0
H -6.731622 0.349501 5.178892 -0.1 0.0 -0.1
H -4.983581 0.730351 5.116234 0.0 0.1 0.0
H -5.554193 -0.645368 6.081244 -0.1 0.4 0.2
C 0.807973 1.453028 -6.350167 -0.4 0.6 0.4
O 0.662918 0.076432 -6.683719 0.2 -0.1 -0.3
C -0.185700 -0.609774 -5.915617 0.1 0.2 -0.1
O -0.774117 -0.169188 -4.966320 0.0 0.0 0.0
O -0.318088 -1.870201 -6.314012 -0.1 -0.4 0.1
C 0.336091 -2.330495 -7.509305 0.1 0.8 -0.2
H -0.149257 1.968229 -6.456795 0.0 -0.1 0.0
H 1.525594 1.909204 -7.021706 0.1 -0.3 -0.1
H 1.128000 1.573381 -5.314546 0.1 -0.1 0.0
H 0.074261 -3.376118 -7.601914 0.1 -0.1 0.0
H 1.408017 -2.146584 -7.452474 0.0 -0.4 0.1
H -0.020323 -1.758402 -8.367189 -0.2 -0.2 0.0
C 2.533960 -2.857017 -0.081440 -0.7 0.0 -0.2
O 3.880539 -2.474258 -0.318582 0.2 0.0 -0.3
C 4.809996 -2.860432 0.558002 -0.3 -0.1 0.3
O 4.608503 -3.429632 1.595483 0.0 -0.1 0.2
O 5.980278 -2.499014 0.075118 0.4 0.4 -0.9
C 7.129870 -2.688525 0.880250 0.3 0.0 0.6
H 2.417170 -3.847599 0.350101 0.3 0.0 0.2
H 2.050168 -2.881581 -1.055434 0.1 0.0 0.0
H 2.014102 -2.112911 0.522720 0.1 0.0 0.2
H 7.982043 -2.203545 0.412008 -0.3 0.1 -0.4
H 7.349368 -3.750654 0.989086 -0.1 0.0 0.2
H 7.001265 -2.195295 1.844275 -0.1 -0.3 0.1
C 1.945680 -4.366102 -4.678272 0.3 0.2 0.6
Cl 2.823291 -3.084753 -3.808569 0.0 -0.1 -0.2
Cl 1.499257 -5.647292 -3.558903 -0.1 0.0 0.0
Cl 2.952860 -4.988842 -5.973809 -0.1 0.0 -0.2
H 1.037893 -3.913134 -5.053617 0.0 -0.1 -0.3
C 0.549253 3.555694 1.058274 -0.1 -0.2 0.4
Cl 0.306094 5.133783 0.327300 -0.1 0.0 -0.2
Cl -0.808879 3.142235 2.132384 0.1 0.1 -0.2
Cl 2.028243 3.539174 2.013215 0.2 -0.1 -0.1
H 0.604512 2.777321 0.306714 0.1 0.1 -0.1
```
Positions in Å, forces in eV/Å.

Results of the Löwdin charge analysis, in e, for atoms 1 through 8:
1 C -0.039
2 C -0.257
3 N 0.194
4 H 0.089
5 H 0.087
6 H 0.061
7 C -0.013
8 O -0.030


# 4
Computed, not measured: a 2-piece molecular cluster, C3H6BClO2 overall, with ωB97M-V/def2-TZVPD.

Calculated values
HOMO energy = -0.3497 hartree
Energy above the lowest of the compared OMol25 structures with the same formula, charge and spin = 32.4 kcal per mole
Total energy = -753.46883 a.u.

Geometry as XYZ:
```
13
Properties=species:S:1:pos:R:3:forces:R:3
B -3.544822 0.921770 0.282024 0.7 -0.1 -1.0
C 2.286813 -0.323845 -0.985875 0.9 -0.2 -1.0
C 0.940583 -0.546416 -0.387231 1.7 -0.7 1.4
C 0.721337 -0.536437 0.925909 0.3 1.2 1.3
O -2.399343 1.563613 0.216194 -0.4 0.3 -1.4
O -4.518074 0.247567 0.141562 -1.7 -0.8 0.2
Cl -0.827302 -1.189542 1.366329 -0.5 0.0 0.8
H 2.716431 -1.141155 -1.636104 -0.9 0.3 0.9
H 3.063029 -0.121868 -0.246912 -0.2 0.1 0.1
H 0.133489 -0.978992 -0.926353 -0.3 -0.1 -0.9
H 1.292694 -0.070840 1.851279 -0.9 -1.3 -2.4
H -2.132350 1.686748 1.092343 1.5 0.6 2.2
H 2.267515 0.489394 -1.693161 0.0 0.7 -0.2
```
Positions in Å, forces in eV/Å.

Results of the Löwdin charge analysis, in e, for atoms 1 through 8:
1 B -0.563
2 C -0.113
3 C -0.266
4 C -0.562
5 O 0.224
6 O 0.166
7 Cl 0.614
8 H 0.095


# 5
Computed, not measured: a 2-piece molecular cluster, C16H32O9P overall, with ωB97M-V/def2-TZVPD.

Calculated values
HOMO energy = -0.0873 hartree
Total energy = -1647.41463 a.u.
Total charge = -1

Geometry as XYZ:
```
58
Properties=species:S:1:pos:R:3:forces:R:3
C -3.922745 2.822196 3.063012 0.1 -0.2 -0.5
C -3.210733 2.073816 1.937757 -0.4 -0.8 0.2
C -3.645972 0.599046 1.919767 0.5 1.0 -0.3
C -3.210517 -0.115304 0.667503 -0.1 0.5 1.1
O -1.780325 -0.367387 0.801068 0.1 -0.2 0.1
P -1.092068 -0.988093 -0.445883 -1.3 0.5 0.2
O -1.989238 -1.596939 -1.422526 0.0 -0.7 -0.6
O -0.302164 0.242967 -1.045547 0.5 -0.4 0.1
C 0.488087 -0.003378 -2.217987 0.4 0.9 -0.1
C 1.918710 0.483053 -1.967374 -0.2 -0.5 -0.4
C 3.020925 -0.509453 -2.362926 0.4 0.6 0.4
C 3.763529 -1.023097 -1.143897 -0.2 0.1 0.5
C 4.524815 0.102173 -0.423362 0.0 -0.2 -0.1
O 5.863458 -0.220799 -0.120237 0.1 0.2 0.0
C 5.973312 -1.329050 0.744423 -0.1 -0.1 -0.4
O -0.082187 -2.027504 0.218166 0.2 0.1 -0.3
C 0.443114 -3.000579 -0.654565 0.6 0.0 0.1
C 0.913154 -4.175233 0.144972 -0.7 -0.5 2.3
O 0.739202 -4.318906 1.336490 0.6 0.2 -2.2
O 1.601772 -5.085122 -0.646259 0.3 0.5 0.2
C 2.885870 -5.378641 -0.131724 -0.1 -1.6 1.3
C 3.927055 -4.406506 -0.561183 -0.1 0.2 -0.5
O 3.058056 -6.328413 0.583460 -0.2 1.1 -1.0
H -3.232650 3.502226 3.534630 -0.1 0.5 0.2
H -4.321160 2.135471 3.804513 0.1 -0.2 0.3
H -4.760885 3.372161 2.656382 -0.1 0.6 0.0
H -2.135083 2.121230 2.043734 0.3 0.1 -0.1
H -3.480567 2.469633 0.966615 0.1 0.5 -0.2
H -4.728831 0.611392 1.936986 -0.4 -0.3 0.2
H -3.233060 0.128742 2.804087 -0.2 -0.5 0.2
H -3.759831 -1.039599 0.579314 0.2 -0.4 -0.4
H -3.371465 0.544002 -0.172266 -0.1 -0.1 -0.5
H 0.070001 0.594941 -3.013276 -0.4 0.1 -0.2
H 0.436466 -1.028868 -2.559793 0.0 -0.4 0.2
H 1.985462 0.745192 -0.921916 0.1 0.0 0.4
H 2.062719 1.404076 -2.511276 0.0 0.3 -0.1
H 3.759126 0.041478 -2.933734 0.2 -0.1 -0.5
H 2.660695 -1.317661 -2.986470 -0.2 -0.2 -0.2
H 4.458168 -1.813344 -1.396440 0.3 -0.1 -0.2
H 3.054830 -1.434774 -0.429217 -0.2 -0.3 0.1
H 4.022675 0.391373 0.498657 -0.2 0.1 0.2
H 4.542565 0.967655 -1.073579 0.2 0.3 -0.1
H 6.210639 -2.213254 0.158528 0.1 -0.3 0.0
H 6.759310 -1.157869 1.462519 0.3 0.1 0.2
H 5.048315 -1.523115 1.280796 -0.2 0.1 0.2
H -0.241675 -3.305658 -1.438659 -0.4 -0.1 0.0
H 1.329795 -2.605602 -1.148095 0.2 0.0 -0.2
H 3.537986 -3.754603 -1.327741 -0.1 0.1 -0.2
H 4.796310 -4.909356 -0.957343 0.2 -0.3 0.0
H 4.246932 -3.791918 0.267823 0.0 0.1 0.4
C -5.691222 5.177612 -0.251739 -0.3 0.3 -0.4
C -5.698663 6.181914 0.931306 0.2 -0.4 -0.2
O -4.976233 5.739485 1.972715 -0.2 0.2 0.0
H -6.116931 4.216857 0.052839 0.1 0.0 0.1
H -6.289688 5.554692 -1.101993 0.1 -0.1 0.1
H -4.672022 5.010819 -0.611028 0.1 0.0 0.1
H -6.791802 6.376319 1.133184 0.0 -0.1 0.2
H -5.365338 7.159501 0.476792 0.1 0.0 0.1
```
Positions in Å, forces in eV/Å.

Results of the Löwdin charge analysis, in e, for atoms 1 through 8:
1 C -0.105
2 C -0.247
3 C -0.203
4 C -0.197
5 O -0.141
6 P 0.357
7 O -0.212
8 O -0.142